Entry 1:
83
Properties=species:S:1:pos:R:3 method="wB97M-V/def2-TZVPD" gap_ev="6.038 / 6.022" charge=-1 spin_multiplicity=1
Ce 1.635 -1.026 0.103
C -0.666 -1.044 -6.184
C -0.299 0.258 -5.489
N 0.869 0.148 -4.631
C 0.826 -0.473 -3.410
S 2.364 -0.843 -2.697
N -0.375 -0.727 -2.946
N -0.384 -1.294 -1.696
C -1.546 -1.624 -1.264
C -2.825 -1.460 -2.024
C -1.616 -2.278 0.077
C -2.831 -2.679 0.617
C -2.837 -3.344 1.833
C -1.641 -3.611 2.468
C -0.467 -3.165 1.877
N -0.461 -2.501 0.719
H -1.553 -0.910 -6.807
H -0.877 -1.821 -5.450
H 0.147 -1.393 -6.823
H -1.127 0.600 -4.871
H -0.088 1.043 -6.219
H 1.775 0.128 -5.070
H -2.638 -0.979 -2.977
H -3.527 -0.862 -1.442
H -3.289 -2.434 -2.198
H -3.753 -2.469 0.099
H -3.778 -3.655 2.271
H -1.593 -4.144 3.406
H 0.498 -3.341 2.328
S 4.447 -1.291 -0.166
C 4.299 -2.984 -0.475
S 2.690 -3.622 -0.453
C 5.386 -3.795 -0.722
C 6.720 -3.270 -0.726
N 7.795 -2.854 -0.731
C 5.207 -5.196 -0.979
N 5.066 -6.321 -1.186
C -0.535 1.318 2.074
N 0.343 0.152 2.109
C 0.706 -0.241 3.279
C 1.611 -1.319 3.469
C 2.028 -1.936 4.644
C 2.935 -2.931 4.247
C 3.027 -2.852 2.858
N 2.226 -1.880 2.376
C -1.972 0.963 1.782
C -2.737 0.243 2.694
C -4.073 -0.026 2.440
C -4.662 0.421 1.264
C -3.903 1.125 0.340
C -2.561 1.385 0.595
H -0.197 2.002 1.299
H -0.468 1.853 3.030
H 0.367 0.288 4.177
H 1.712 -1.687 5.645
H 3.477 -3.617 4.878
H 3.630 -3.444 2.189
H -2.283 -0.106 3.615
H -4.659 -0.580 3.163
H -5.709 0.222 1.068
H -4.351 1.478 -0.581
H -1.956 1.917 -0.130
C -1.748 4.614 -1.252
C -0.771 4.687 -0.117
C -1.128 5.188 1.122
C -0.210 5.222 2.162
Cl -0.700 5.848 3.719
C 1.077 4.763 1.984
C 1.459 4.254 0.746
C 0.537 4.217 -0.290
O 0.801 3.709 -1.534
C 1.836 2.735 -1.669
C 1.598 1.577 -0.726
O 2.549 1.142 0.004
O 0.467 1.035 -0.667
H -2.752 4.865 -0.911
H -1.763 3.617 -1.693
H -1.476 5.303 -2.054
H -2.138 5.542 1.287
H 1.783 4.787 2.803
H 2.460 3.875 0.617
H 2.838 3.144 -1.526
H 1.732 2.363 -2.688

Entry 2:
16
Properties=species:S:1:pos:R:3 method="wB97M-V/def2-TZVPD" gap_ev=9.003 e_above_lowest_ev=2.6829 charge=0 spin_multiplicity=1
C 1.995 -0.285 -0.394
C 0.721 -0.508 0.421
C -0.566 -0.147 -0.331
C -1.831 -0.565 0.427
C -0.750 1.265 -0.796
O -0.505 2.128 0.159
H 2.110 0.769 -0.671
H 2.885 -0.580 0.173
H 1.983 -0.872 -1.320
H 0.649 -1.568 0.701
H 0.772 0.057 1.357
H -0.559 -0.657 -1.299
H -1.856 -0.119 1.426
H -2.738 -0.254 -0.101
H -1.854 -1.651 0.536
H -0.457 2.988 -0.287

Entry 3:
78
Properties=species:S:1:pos:R:3 method="wB97M-V/def2-TZVPD" gap_ev="5.840 / 5.864" e_above_lowest_ev=0.9291 charge=-1 spin_multiplicity=5
Fe 0.159 -0.248 -0.387
C -3.304 2.054 -0.343
N -2.263 2.280 -1.320
C -2.775 2.499 -2.648
C -1.172 3.073 -0.924
C -0.783 4.204 -1.631
C 0.303 4.969 -1.239
C 1.030 4.613 -0.117
C 0.671 3.492 0.598
C -0.405 2.684 0.207
N -0.657 1.478 0.821
C -0.572 1.351 2.162
C -0.609 2.436 3.060
C -0.471 2.249 4.416
C -0.305 0.975 4.934
C -0.373 -0.122 4.081
C -0.533 0.045 2.721
N -0.794 -1.035 1.800
C -2.247 -1.185 1.732
C -0.187 -2.308 2.151
H -3.952 2.936 -0.204
H -2.849 1.794 0.610
H -3.929 1.220 -0.673
H -3.347 3.437 -2.756
H -3.428 1.661 -2.911
H -1.937 2.522 -3.344
H -1.332 4.506 -2.512
H 0.568 5.852 -1.804
H 1.879 5.210 0.186
H 1.265 3.179 1.444
H -0.759 3.435 2.673
H -0.500 3.108 5.075
H -0.164 0.825 5.998
H -0.304 -1.112 4.509
H -2.671 -1.428 2.719
H -2.509 -1.988 1.043
H -2.688 -0.255 1.375
H -0.632 -2.754 3.050
H 0.882 -2.171 2.300
H -0.326 -3.006 1.325
I -1.867 -1.203 -1.818
C -0.960 -3.199 -1.933
C -1.684 -4.218 -2.489
C -1.084 -5.475 -2.640
C 0.221 -5.657 -2.270
C 0.978 -4.607 -1.713
C 2.334 -4.782 -1.374
C 3.054 -3.746 -0.852
C 2.423 -2.521 -0.591
C 1.090 -2.268 -0.882
C 0.374 -3.328 -1.505
H -2.703 -4.057 -2.807
H -1.661 -6.289 -3.060
H 0.703 -6.615 -2.418
H 2.787 -5.752 -1.535
H 4.101 -3.868 -0.598
H 3.014 -1.758 -0.108
C 3.565 0.614 4.396
O 3.232 1.008 3.087
C 2.980 0.027 2.196
S 3.157 -1.566 2.637
S 2.577 0.614 0.668
H 3.713 1.529 4.966
H 4.479 0.008 4.401
H 2.752 0.021 4.831
C 3.444 2.896 -3.414
N 3.523 1.475 -3.246
C 4.627 0.664 -3.388
C 4.255 -0.595 -3.062
N 2.924 -0.560 -2.737
C 2.482 0.716 -2.813
S 0.931 1.256 -2.574
H 4.021 3.212 -4.282
H 3.798 3.412 -2.520
H 2.395 3.161 -3.557
H 5.572 1.047 -3.716
H 4.814 -1.508 -3.062
H 2.404 -1.292 -2.240

Entry 4:
10
Properties=species:S:1:pos:R:3 method="wB97M-V/def2-TZVPD" gap_ev=10.378 e_above_lowest_ev=3.5053 charge=0 smiles="C[C@]12O[C@H]1C2=O" spin_multiplicity=1
C -0.488 0.208 -0.500
C 0.913 -0.295 -0.453
O 1.293 -1.642 -0.482
C 1.708 -0.880 0.648
C 2.345 0.180 -0.047
O 3.125 1.060 -0.088
H -1.113 -0.248 -1.371
H -0.407 1.254 -0.698
H -1.126 0.048 0.332
H 1.714 -1.330 1.598

Entry 5:
11
Properties=species:S:1:pos:R:3 method="wB97M-V/def2-TZVPD" gap_ev="7.774 / 7.653" e_above_lowest_ev=5.4256 charge=0 spin_multiplicity=1
C -1.704 0.020 0.174
C 2.995 0.323 -0.004
C -0.632 0.980 0.074
N -1.635 -1.329 0.219
O -2.827 0.500 -0.070
S 1.144 0.087 0.198
H 3.592 1.183 0.033
H 3.273 -0.478 -0.682
H -0.787 2.105 0.274
H -0.785 -1.682 -0.180
H -2.633 -1.709 -0.038

Entry 6:
16
Properties=species:S:1:pos:R:3 method="wB97M-V/def2-TZVPD" gap_ev=10.035 e_above_lowest_ev=3.5213 charge=0 smiles=CC#CCN1CC1 spin_multiplicity=1
C 2.885 0.628 0.020
C 1.850 -0.398 -0.014
C 0.846 -1.042 -0.180
C -0.543 -1.301 -0.564
N -1.480 -0.806 0.449
C -2.439 0.186 -0.010
C -1.310 0.574 0.866
H 2.985 1.038 -0.990
H 3.863 0.283 0.358
H 2.557 1.437 0.679
H -0.658 -0.749 -1.510
H -0.767 -2.351 -0.773
H -3.449 0.087 0.377
H -2.375 0.503 -1.052
H -0.502 1.151 0.418
H -1.462 0.760 1.926

Entry 7:
192
Properties=species:S:1:pos:R:3 method="wB97M-V/def2-TZVPD" gap_ev=8.553 e_above_lowest_ev=1.9761 charge=0 smiles=CC1(C)CCCC(C)(C)N1O.CC1(C)CCCC(C)(C)N1O.CC1(C)CCCC(C)(C)N1O.CC1(C)CCCC(C)(C)N1O.COCCNCCOC.COCCNCCOC.COCCNCCOC spin_multiplicity=1
C -1.029 8.893 4.317
C -0.310 7.725 3.562
C -1.049 7.454 2.268
C 1.098 8.147 3.119
C 2.046 8.297 4.279
C 2.159 6.897 4.852
C 0.798 6.386 5.432
C 1.003 4.857 5.624
C 0.410 7.098 6.741
N -0.232 6.495 4.381
O -1.511 6.035 4.741
H -0.348 9.593 4.803
H -1.656 9.518 3.678
H -1.738 8.557 5.079
H -1.099 8.289 1.564
H -0.588 6.715 1.610
H -2.066 7.099 2.449
H 1.451 7.378 2.424
H 1.048 9.043 2.492
H 2.999 8.697 3.925
H 1.602 9.044 4.941
H 2.831 7.012 5.707
H 2.517 6.232 4.070
H 1.776 4.696 6.382
H 1.187 4.437 4.643
H 0.130 4.505 6.179
H -0.414 6.537 7.185
H 0.122 8.127 6.542
H 1.293 7.077 7.378
H -1.774 6.672 5.432
C 8.369 -5.527 -1.184
C 7.761 -4.133 -1.009
C 8.944 -3.242 -0.615
C 7.278 -3.672 -2.451
C 6.355 -2.426 -2.374
C 5.264 -2.618 -1.367
C 5.689 -3.074 0.027
C 6.292 -1.886 0.808
C 4.401 -3.576 0.732
N 6.617 -4.201 -0.085
O 7.128 -4.572 1.200
H 9.262 -5.531 -1.810
H 8.688 -5.861 -0.194
H 7.732 -6.298 -1.623
H 9.239 -3.310 0.435
H 9.835 -3.518 -1.181
H 8.875 -2.165 -0.798
H 8.181 -3.411 -3.006
H 6.926 -4.615 -2.871
H 6.933 -1.539 -2.115
H 5.999 -2.302 -3.399
H 4.449 -3.271 -1.681
H 4.839 -1.619 -1.216
H 5.552 -1.169 1.164
H 7.038 -1.290 0.270
H 6.926 -2.258 1.616
H 4.580 -3.785 1.786
H 4.045 -4.470 0.221
H 3.719 -2.733 0.612
H 6.472 -5.227 1.464
C -1.031 -1.789 0.382
C -0.252 -1.198 1.595
C 0.623 -2.249 2.252
C 0.607 -0.122 0.881
C 1.333 0.773 1.868
C 0.273 1.554 2.662
C -0.727 0.653 3.384
C -0.014 0.145 4.646
C -1.969 1.431 3.835
N -1.165 -0.451 2.497
O -2.039 -1.329 3.175
H -1.671 -1.096 -0.157
H -0.301 -2.187 -0.327
H -1.593 -2.657 0.743
H 1.471 -1.835 2.790
H -0.095 -2.767 2.895
H 0.985 -2.977 1.524
H 1.297 -0.733 0.288
H 0.072 0.473 0.139
H 2.154 0.257 2.370
H 1.949 1.435 1.245
H -0.232 2.230 1.967
H 0.757 2.199 3.396
H -0.574 -0.622 5.196
H 0.037 0.883 5.454
H 0.976 -0.309 4.571
H -1.674 2.412 4.218
H -2.680 0.849 4.414
H -2.642 1.793 3.045
H -2.888 -1.211 2.729
C -5.827 -2.094 -0.662
C -5.768 -0.836 0.256
C -4.459 -0.044 -0.038
C -7.050 -0.038 -0.207
C -7.230 1.164 0.739
C -7.459 0.640 2.166
C -6.398 -0.326 2.694
C -5.148 0.360 3.297
C -7.054 -1.042 3.875
N -6.062 -1.262 1.627
O -5.181 -2.282 2.071
H -5.308 -1.880 -1.600
H -5.207 -2.863 -0.197
H -6.812 -2.424 -0.982
H -4.570 1.030 0.119
H -3.630 -0.361 0.596
H -4.143 -0.211 -1.068
H -6.873 0.402 -1.187
H -7.866 -0.734 -0.031
H -6.387 1.841 0.590
H -8.131 1.655 0.362
H -8.412 0.121 2.029
H -7.703 1.443 2.865
H -4.371 -0.281 3.702
H -5.474 1.118 4.009
H -4.659 0.949 2.512
H -8.131 -1.209 3.795
H -6.956 -0.456 4.791
H -6.620 -2.006 4.149
H -5.791 -3.021 2.168
C 0.095 -2.020 -5.608
O 0.078 -3.216 -4.900
C -0.928 -3.331 -3.917
C -2.276 -3.706 -4.526
N -3.253 -4.197 -3.598
C -3.341 -5.585 -3.188
C -4.481 -5.767 -2.202
O -5.786 -5.482 -2.667
C -6.315 -6.441 -3.541
H 1.121 -1.928 -6.001
H -0.047 -1.102 -5.032
H -0.421 -2.062 -6.576
H -0.979 -2.492 -3.208
H -0.714 -4.102 -3.167
H -1.992 -4.459 -5.266
H -2.662 -2.834 -5.060
H -3.803 -3.563 -3.050
H -2.440 -5.973 -2.695
H -3.429 -6.247 -4.058
H -4.316 -4.939 -1.503
H -4.412 -6.703 -1.643
H -6.405 -7.473 -3.164
H -5.720 -6.530 -4.453
H -7.376 -6.235 -3.688
C 1.020 7.118 -7.839
O 0.372 6.425 -6.805
C 0.338 7.112 -5.570
C -0.382 6.146 -4.602
N -0.593 6.811 -3.311
C 0.637 6.979 -2.541
C 0.814 5.782 -1.604
O -0.389 5.469 -0.895
C -0.128 4.609 0.192
H 0.929 6.531 -8.751
H 2.096 7.245 -7.671
H 0.584 8.113 -7.971
H -0.241 8.032 -5.681
H 1.366 7.245 -5.224
H 0.238 5.242 -4.580
H -1.342 5.892 -5.049
H -1.223 6.320 -2.690
H 0.474 7.903 -1.973
H 1.523 7.126 -3.153
H 1.627 5.893 -0.881
H 1.006 4.907 -2.236
H 0.740 4.956 0.754
H 0.033 3.611 -0.247
H -0.998 4.412 0.818
C -1.543 -6.262 0.658
O -0.389 -6.933 0.194
C 0.540 -6.033 -0.377
C 1.529 -6.839 -1.225
N 2.548 -5.943 -1.768
C 2.039 -5.029 -2.773
C 3.148 -4.658 -3.753
O 3.286 -5.769 -4.625
C 4.310 -5.679 -5.578
H -2.178 -5.820 -0.116
H -1.277 -5.445 1.337
H -2.161 -6.957 1.225
H 1.038 -5.423 0.387
H 0.017 -5.305 -1.011
H 0.944 -7.419 -1.954
H 2.109 -7.587 -0.679
H 3.120 -6.617 -2.279
H 1.792 -4.081 -2.279
H 1.158 -5.405 -3.302
H 4.080 -4.500 -3.197
H 2.997 -3.754 -4.352
H 4.012 -6.328 -6.403
H 5.238 -6.120 -5.191
H 4.589 -4.707 -5.994

Entry 8:
65
Properties=species:S:1:pos:R:3 method="wB97M-V/def2-TZVPD" gap_ev=7.115 e_above_lowest_ev=1.5035 charge=0 spin_multiplicity=1
O 1.149 3.363 2.108
V 0.854 2.708 3.569
O 0.007 3.856 4.358
C -0.096 0.205 0.938
C 1.128 0.036 1.891
O 0.993 0.487 3.193
H -0.100 1.199 0.491
H -1.106 -0.085 1.230
H 0.029 -0.365 0.017
H 1.991 0.427 1.351
H 1.349 -1.030 1.937
C -3.518 3.270 1.328
N -2.684 2.234 2.006
O -1.650 2.625 2.623
O -3.110 1.081 2.097
H -3.840 2.885 0.360
H -3.007 4.226 1.214
H -4.365 3.311 2.013
C 4.717 -3.179 -2.517
C 5.560 -2.153 -2.149
C 5.523 -1.646 -0.805
C 4.732 -2.188 0.178
C 3.967 -3.325 -0.188
C 3.961 -3.774 -1.508
N 4.733 -1.583 1.563
O 5.272 -0.475 1.728
O 4.067 -2.106 2.460
H 4.777 -3.582 -3.517
H 6.210 -1.660 -2.856
H 6.299 -0.934 -0.566
H 3.431 -3.796 0.623
H 3.356 -4.654 -1.672
C -1.587 -0.126 -3.752
C -1.974 0.037 -2.423
C -1.852 1.315 -1.834
C -1.303 2.332 -2.599
C -0.800 2.167 -3.893
C -1.037 0.951 -4.501
N -1.190 3.671 -2.016
O -0.845 4.648 -2.680
O -1.435 3.780 -0.854
H -1.640 -1.146 -4.104
H -2.461 -0.785 -1.920
H -2.298 1.478 -0.864
H -0.336 2.995 -4.408
H -0.732 0.678 -5.501
C -3.993 -2.427 -0.082
C -4.742 -1.915 0.929
C -4.211 -1.914 2.207
C -2.897 -2.315 2.484
C -2.134 -2.739 1.436
C -2.615 -2.706 0.132
N -2.272 -1.939 3.777
O -1.066 -2.087 4.005
O -2.988 -1.485 4.688
H -4.408 -2.458 -1.078
H -5.782 -1.683 0.756
H -4.801 -1.480 3.001
H -1.144 -3.124 1.628
H -1.991 -3.011 -0.694
C 2.688 2.786 -0.949
Br 2.773 4.280 -2.250
Br 4.415 2.641 0.052
Br 2.150 1.117 -1.901
H 1.876 3.086 -0.287